Record 1
The molecule C5H4ClNO. Source: the Open Molecules 2025 dataset; level of theory: ωB97M-V with the def2-TZVPD basis set.

Geometry as ORCA input:
```
! wB97M-V def2-TZVPD RIJCOSX def2/J DEFGRID3
* xyz 0 1
O 2.145 -0.464 -1.416
C 1.587 -0.654 -0.211
C 0.365 -0.208 0.101
C -0.581 0.561 -0.693
C -1.654 0.728 0.122
Cl -3.126 1.549 -0.229
C -1.324 0.089 1.377
N -0.154 -0.470 1.380
H 2.991 -0.867 -1.421
H 2.162 -1.179 0.507
H -0.423 0.852 -1.734
H -1.990 0.062 2.216
*
```

SMILES: O/C=C1\C=C(Cl)C=N1
Kohn-Sham gap: 8.81 eV
Relative energy (zero: lowest compared OMol25 entry of this formula, charge and spin): 104.5 kJ/mol

=====

Record 2
C48H46BiBrN4O5P as an isolated structure. Source: the Open Molecules 2025 dataset; level of theory: ωB97M-V with the def2-TZVPD basis set.

Geometry as ORCA input:
```
! wB97M-V def2-TZVPD RIJCOSX def2/J DEFGRID3
* xyz 1 1
Bi -0.593 0.655 -0.222
C -1.855 2.989 2.305
C -0.475 3.216 2.907
C 0.731 3.352 2.004
C 1.721 4.257 2.376
C 2.897 4.327 1.655
C 3.059 3.491 0.563
C 2.025 2.638 0.233
N 0.884 2.564 0.934
N -2.185 1.634 1.833
C -2.011 0.629 2.886
C -2.433 -0.749 2.436
C -3.111 -1.599 3.289
C -3.461 -2.863 2.833
C -3.136 -3.221 1.538
C -2.455 -2.308 0.748
N -2.106 -1.102 1.187
C -3.557 1.652 1.330
C -3.680 2.428 0.038
C -4.922 2.884 -0.384
C -5.006 3.562 -1.585
C -3.846 3.777 -2.316
C -2.653 3.290 -1.818
N -2.570 2.618 -0.667
H -2.591 3.266 3.076
H -1.991 3.675 1.470
H -0.554 4.156 3.458
H -0.248 2.469 3.673
H 1.562 4.894 3.236
H 3.675 5.023 1.942
H 3.960 3.500 -0.033
H 2.102 1.983 -0.626
H -0.950 0.591 3.151
H -2.560 0.897 3.800
H -3.355 -1.280 4.293
H -3.983 -3.552 3.483
H -3.390 -4.194 1.143
H -2.152 -2.546 -0.264
H -3.889 0.630 1.140
H -4.240 2.078 2.080
H -5.800 2.707 0.223
H -5.960 3.926 -1.942
H -3.861 4.316 -3.252
H -1.720 3.424 -2.349
C 3.187 2.874 -5.578
O 2.230 1.967 -6.110
C 1.242 1.549 -5.300
C 0.365 0.601 -5.875
C -0.655 0.118 -5.119
C -0.860 0.502 -3.766
C -1.993 -0.042 -3.063
C -3.038 -0.839 -3.798
O -2.193 0.096 -1.834
C 0.040 1.450 -3.197
O -0.029 1.883 -1.969
C 1.070 1.978 -4.002
H 3.891 3.071 -6.380
H 3.708 2.426 -4.729
H 2.709 3.806 -5.270
H 0.528 0.283 -6.894
H -1.320 -0.608 -5.564
H -2.611 -1.787 -4.132
H -3.412 -0.313 -4.675
H -3.856 -1.044 -3.113
H 1.735 2.686 -3.533
Br 4.025 -0.440 -2.806
C 2.879 -1.888 -3.242
C 3.382 -2.752 -4.207
C 2.641 -3.845 -4.622
C 1.395 -4.092 -4.065
C 0.906 -3.233 -3.099
C 1.627 -2.117 -2.670
C 0.967 -1.241 -1.651
O 1.503 -0.172 -1.282
O -0.164 -1.590 -1.195
H 4.357 -2.557 -4.630
H 3.043 -4.501 -5.383
H 0.811 -4.945 -4.381
H -0.060 -3.408 -2.645
C 2.822 -2.071 0.844
P 1.437 -1.353 1.805
C 2.302 -0.720 3.284
C 3.173 -1.500 4.046
C 3.806 -0.968 5.157
C 3.574 0.352 5.530
C 2.708 1.136 4.785
C 2.081 0.595 3.669
C 0.641 -2.874 2.457
C 0.265 -3.011 3.789
C -0.318 -4.187 4.244
C -0.519 -5.249 3.375
C -0.159 -5.119 2.040
C 0.403 -3.938 1.582
H 3.391 -2.776 1.450
H 3.468 -1.266 0.494
H 2.443 -2.594 -0.032
H 3.354 -2.535 3.782
H 4.482 -1.583 5.737
H 4.070 0.764 6.399
H 2.525 2.166 5.064
H 1.428 1.215 3.069
H 0.453 -2.206 4.491
H -0.593 -4.279 5.287
H -0.948 -6.174 3.736
H -0.313 -5.941 1.353
H 0.657 -3.847 0.533
*
```

Kohn-Sham gap: 8.39 eV
Relative energy (zero: lowest compared OMol25 entry of this formula, charge and spin): 9.0 kJ/mol

=====

Record 3
The molecule C2H2F2O2. Source: the Open Molecules 2025 dataset; level of theory: ωB97M-V with the def2-TZVPD basis set.

Geometry as ORCA input:
```
! wB97M-V def2-TZVPD RIJCOSX def2/J DEFGRID3
* xyz 0 1
O -1.328 1.316 -0.342
C -0.627 0.234 0.064
F -1.487 -0.864 0.041
C 0.649 -0.146 0.054
O 1.158 -1.428 0.127
F 1.704 0.666 0.057
H -2.164 1.468 0.177
H 2.094 -1.244 -0.177
*
```

SMILES: O/C(F)=C(/O)F
Kohn-Sham gap: 9.65 eV
Relative energy (zero: lowest compared OMol25 entry of this formula, charge and spin): 174.6 kJ/mol